Record 1
Computed, not measured: an isolated molecule of C10H11Br2F3NOP, with wB97M-V/def2-TZVPD.

The geometry in XYZ format:
```
29
Properties=species:S:1:pos:R:3:forces:R:3
C 0.68786 4.12191 -1.17135 -0.62 0.41 -0.44
C 0.05530 3.63466 -0.27836 0.03 -0.40 0.79
C -0.64265 2.91692 0.80440 0.01 -0.14 -0.66
C -1.96976 2.27556 0.29193 -0.06 0.16 0.54
C -2.11901 0.81622 0.78336 1.16 0.81 0.24
P -1.12209 -0.36378 -0.28349 -0.94 -1.08 -0.23
C -0.02488 -1.23937 0.94386 -0.20 0.50 0.09
C 0.14988 -2.74954 0.68306 -0.05 0.58 -0.27
C 1.19353 -3.13122 -0.36140 -0.08 0.05 0.16
F 1.23151 -4.49282 -0.39021 0.05 -0.21 0.11
Br 0.66646 -2.62401 -2.17781 -0.03 -0.12 0.37
C 2.67220 -2.66352 0.02591 0.28 -0.35 -1.50
F 2.73163 -2.18115 1.25461 -0.25 0.52 0.60
F 3.45519 -3.74095 0.01793 0.19 -0.55 0.06
Br 3.53551 -1.44140 -1.24178 -0.19 0.21 0.56
N 0.00798 0.60046 -1.22100 -0.69 0.27 0.86
C -0.34711 0.79210 -2.36872 0.71 -0.63 -0.56
O -0.56764 0.86606 -3.50646 -0.16 0.47 0.19
H 0.94309 4.65019 -2.05846 0.44 -0.05 0.06
H 0.02582 2.12923 1.17032 -0.03 0.12 -0.04
H -0.84889 3.58427 1.64403 0.07 -0.02 -0.07
H -2.79501 2.89038 0.66829 0.00 -0.21 -0.07
H -2.01639 2.35443 -0.79753 0.01 -0.16 0.12
H -3.16678 0.51342 0.84252 0.18 -0.21 -0.39
H -1.71771 0.75089 1.80632 -0.20 0.13 -0.12
H 0.91441 -0.68376 1.04443 -0.06 -0.24 -0.02
H -0.53455 -1.14753 1.91263 0.06 0.03 -0.18
H -0.79781 -3.18016 0.34217 0.13 0.08 0.00
H 0.39991 -3.25748 1.62079 0.22 0.05 -0.19
```
Positions in Å, forces in eV/Å.

HOMO level: -8.60 eV
Kohn-Sham gap: 8.949 eV
total charge: 0
structure (SMILES): C#CCCCP(CC[C@@](F)(Br)C(F)(F)Br)N=C=O

Results of the Löwdin charge analysis, in e, for atoms 1 through 5: number 1, C, carries 0.0985; number 2, C, carries -0.1599; number 3, C, carries -0.2119; number 4, C, carries -0.2533; number 5, C, carries -0.3512

=====

Record 2
Computed, not measured: a structure of composition C2H7N2O2, with wB97M-V/def2-TZVPD.

The geometry in XYZ format:
```
13
Properties=species:S:1:pos:R:3:forces:R:3
C -2.28036 -0.48700 -0.18530 1.87 -1.89 0.74
C 1.81088 0.75721 0.12127 1.12 0.48 -1.36
N -0.52536 0.35124 -0.07631 -1.79 -0.45 -0.90
N 0.72135 -0.09102 -0.26113 -3.05 3.92 0.48
O -0.76575 1.52763 0.07901 1.02 -0.60 0.16
O 0.97817 -1.32383 -0.43983 1.15 -3.93 -0.19
H -2.34204 -1.30577 -0.95443 0.42 1.27 0.32
H -2.28202 -1.01133 0.81620 -0.13 1.22 -0.95
H -2.86387 0.42591 -0.35286 0.62 -0.27 0.19
H 2.52381 0.22852 0.71743 0.40 -0.72 0.02
H 2.29702 1.30818 -0.72336 -0.55 -0.76 0.50
H 1.34557 1.44168 0.73738 -0.62 1.89 1.30
H 0.20846 -1.82768 -0.71242 -0.47 -0.16 -0.33
```
Positions in Å, forces in eV/Å.

HOMO level (alpha / beta): -14.83 / -14.83 eV
Kohn-Sham gap (alpha / beta): 9.565 / 9.565 eV
total charge: +1
energy relative to the best compared isomer or geometry (same formula, charge and spin): 7.655 eV

Results of the Löwdin charge analysis, in e, for atoms 1 through 5: number 1, C, carries 0.2458; number 2, C, carries 0.0674; number 3, N, carries -0.0809; number 4, N, carries -0.1863; number 5, O, carries 0.0604

=====

Record 3
Computed, not measured: an isolated molecule of C6H13N, with wB97M-V/def2-TZVPD.

The geometry in XYZ format:
```
20
Properties=species:S:1:pos:R:3:forces:R:3
C -2.12765 2.08504 -0.53824 -0.35 -0.33 1.45
C -1.11006 1.20331 0.19326 0.68 0.35 -0.51
C -0.57058 0.02795 -0.62084 -0.88 -0.27 -0.01
C 0.57818 -0.71543 0.03228 -0.12 -0.73 0.26
C 0.76301 -0.63571 1.51338 0.59 0.42 1.05
C 1.25810 -1.61136 -0.69188 0.36 1.39 -0.99
N 2.50425 -2.20476 -0.42488 -0.81 -0.32 0.55
H -2.98429 1.49636 -0.85559 0.07 -0.03 -0.71
H -1.67752 2.73279 -1.28377 -0.12 -0.29 -0.38
H -2.56180 2.73219 0.22673 0.06 0.32 -0.08
H -0.25506 1.86215 0.39313 -0.04 -0.15 0.35
H -1.49757 0.84956 1.14962 -0.09 0.11 -0.02
H -0.32257 0.41448 -1.61406 0.37 -0.11 0.07
H -1.38702 -0.68381 -0.81488 -0.11 0.13 0.12
H 0.66217 0.35518 1.95924 -0.06 0.18 -0.32
H 0.05729 -1.24824 2.07976 -0.25 -0.16 -0.27
H 1.74012 -0.97525 1.88198 -0.02 -0.08 -0.39
H 0.90005 -1.71410 -1.71216 0.29 -0.27 -0.14
H 2.93431 -1.74692 0.36518 0.34 -0.18 -0.11
H 3.09665 -2.22343 -1.23827 0.09 0.00 0.07
```
Positions in Å, forces in eV/Å.

HOMO level: -7.67 eV
Kohn-Sham gap: 8.708 eV
total charge: 0
structure (SMILES): CCC/C(C)=C/N
energy relative to the best compared isomer or geometry (same formula, charge and spin): 0.701 eV

Results of the Löwdin charge analysis, in e, for atoms 1 through 5: number 1, C, carries -0.1130; number 2, C, carries -0.2850; number 3, C, carries -0.1988; number 4, C, carries -0.3016; number 5, C, carries -0.0743

=====

Record 4
Computed, not measured: a structure of composition C39H75F4IN10O16S3, with wB97M-V/def2-TZVPD.

The geometry in XYZ format:
```
148
Properties=species:S:1:pos:R:3:forces:R:3
C 5.55119 -2.39579 -5.33591 0.41 0.34 0.18
C 4.27335 -2.72371 -5.30346 0.30 -0.24 -0.30
C 3.75105 -4.17573 -5.36841 0.10 3.14 1.73
S 4.73207 -5.02050 -4.05499 0.26 -2.29 -0.43
O 6.02610 -5.32463 -4.53204 0.65 0.79 -0.39
O 4.02221 -6.10256 -3.48426 -0.80 0.26 0.45
F 4.89520 -3.94108 -2.94581 -0.19 0.20 -0.14
C 4.06419 -4.76430 -6.75993 -0.74 -1.56 1.18
F 5.33583 -4.67866 -7.08785 0.75 1.04 -0.58
F 3.88446 -6.10605 -6.56745 -0.44 -0.49 0.03
C 3.13740 -4.40468 -7.97151 -0.51 -0.62 -2.54
N 3.38901 -3.24536 -8.78374 0.03 0.54 1.75
C 4.21375 -2.37745 -8.55278 0.69 -0.99 -0.92
S 5.50067 -1.52701 -8.60743 -0.09 0.73 0.23
O 3.20511 -5.51315 -8.80191 0.21 0.79 0.28
C 4.14009 -5.41961 -9.88737 0.25 -1.75 -1.12
C 4.43213 -6.86817 -10.38427 -0.19 0.58 1.31
C 3.40631 -7.89921 -9.91517 0.63 0.10 -0.43
O 1.74219 -4.40478 -7.61349 0.60 0.51 1.23
S 1.34193 -3.38210 -6.44871 -1.51 1.46 0.51
O -0.05008 -3.51693 -6.25205 -0.60 -1.20 0.14
O 1.73260 -2.03207 -6.67128 1.43 -0.13 -0.42
C 2.22282 -4.11736 -5.02230 -0.19 -1.86 -0.28
I 1.76929 -3.00384 -3.22939 0.10 0.33 -0.55
C 1.55605 -5.54515 -4.90030 0.18 -0.58 0.65
C 0.79370 -5.83277 -3.62179 -2.56 0.23 0.47
O -0.40009 -5.70771 -3.49336 2.08 -0.25 -0.28
F 1.50494 -6.32867 -2.58833 0.07 0.19 -0.52
H 5.79976 -1.38831 -5.62949 0.06 0.37 0.64
H 6.37182 -3.02803 -5.03523 0.13 -0.39 -0.77
H 3.58009 -1.90623 -5.21305 -0.50 -0.14 -0.79
H 3.72514 -4.89080 -10.73845 -0.28 0.55 0.26
H 5.09774 -5.00001 -9.59967 -0.12 0.45 0.23
H 4.55203 -6.86948 -11.45482 -0.10 0.07 -0.28
H 5.39051 -7.15701 -9.97023 0.18 -0.12 -0.05
H 2.40853 -7.61639 -10.23407 -0.24 -0.18 0.14
H 3.69082 -8.86031 -10.33234 -0.16 -0.13 -0.23
H 3.47302 -8.00914 -8.83899 -0.34 0.12 0.19
H 2.27527 -6.35205 -5.00231 0.28 0.24 -0.05
H 0.80949 -5.70705 -5.66561 -0.11 0.25 -0.22
C 6.24364 0.77871 -11.51684 0.02 -0.04 0.01
C 6.42077 -0.57717 -12.15889 0.03 -0.19 -0.02
O 6.60210 -1.59287 -11.50483 0.04 0.11 0.01
N 6.37115 -0.63555 -13.51506 -0.03 0.24 0.14
C 6.16623 0.45105 -14.45609 0.06 -0.48 -0.11
H 6.30648 0.67111 -10.43924 0.01 -0.07 0.00
H 7.02897 1.46058 -11.84475 -0.09 0.08 -0.04
H 5.26749 1.19476 -11.76814 0.05 0.10 -0.04
H 6.49567 -1.56616 -13.88009 -0.01 -0.01 -0.03
H 5.27385 0.25067 -15.05110 -0.01 0.17 -0.04
H 7.02439 0.51498 -15.12703 -0.04 0.16 -0.04
H 6.04495 1.39986 -13.94606 0.00 -0.02 0.05
C 3.70635 -3.66179 3.04605 -0.03 0.02 0.04
C 2.69879 -3.04720 2.10514 -0.13 0.10 0.00
O 1.82176 -2.29147 2.49615 0.06 -0.02 0.02
N 2.79685 -3.36342 0.78961 0.22 -0.10 0.20
C 3.76244 -4.23468 0.13893 -0.48 0.20 -0.14
H 3.50049 -3.31713 4.05452 -0.07 0.06 -0.03
H 3.63176 -4.74952 3.02635 0.12 -0.01 -0.03
H 4.71741 -3.35815 2.77287 0.03 -0.12 -0.01
H 2.09415 -2.92017 0.22069 -0.03 -0.02 -0.02
H 4.30878 -3.66391 -0.60789 0.17 -0.08 -0.03
H 3.23060 -5.04731 -0.35990 0.18 -0.09 -0.03
H 4.46452 -4.65221 0.85190 -0.03 0.03 0.06
C -2.12278 -2.47130 6.81676 -0.02 0.01 0.07
C -1.53352 -1.09043 6.65208 0.06 0.20 -0.01
O -1.54630 -0.26897 7.55957 -0.05 -0.07 0.09
N -0.98398 -0.78568 5.45409 -0.17 -0.28 0.12
C -0.87635 -1.62431 4.26844 0.21 0.51 0.07
H -2.52183 -2.56501 7.82211 0.03 0.09 0.02
H -2.93248 -2.62736 6.10330 0.06 -0.10 -0.05
H -1.35542 -3.23251 6.67301 -0.07 -0.05 -0.10
H -0.61085 0.14937 5.41094 0.02 0.01 -0.05
H 0.17279 -1.73575 4.00239 -0.05 -0.15 -0.15
H -1.39557 -1.13609 3.44204 -0.02 -0.16 -0.08
H -1.31032 -2.60470 4.43152 -0.03 0.02 0.08
C 7.32901 -8.84415 -13.76202 -0.04 0.02 0.00
C 7.12923 -8.68205 -12.27421 -0.10 -0.02 0.10
O 6.01973 -8.59301 -11.77328 0.26 -0.35 -0.29
N 8.24096 -8.63591 -11.49338 -0.01 -0.02 -0.27
C 9.63121 -8.72299 -11.90161 -0.17 0.06 0.46
H 6.35772 -8.86347 -14.24606 -0.05 0.01 0.09
H 7.90295 -8.00806 -14.16358 0.08 -0.08 -0.05
H 7.84484 -9.78048 -13.97728 0.09 0.06 -0.06
H 8.03786 -8.52719 -10.51261 0.03 -0.01 0.02
H 10.09927 -9.57811 -11.41128 0.12 0.00 -0.12
H 10.15560 -7.81648 -11.59504 0.12 -0.03 -0.12
H 9.72238 -8.83805 -12.97570 -0.06 0.00 -0.01
C -2.34341 4.33475 8.57000 -0.06 0.05 0.01
C -3.70086 4.16092 9.21216 -0.10 0.04 0.17
O -4.31816 5.10498 9.69639 0.01 0.07 -0.11
N -4.22377 2.91417 9.23188 0.23 0.08 -0.09
C -3.64153 1.68719 8.70675 -0.46 0.11 0.25
H -2.05507 5.38086 8.62568 -0.09 0.02 0.05
H -1.59588 3.73883 9.09378 0.02 -0.08 -0.12
H -2.38191 4.03866 7.51895 0.20 -0.11 0.02
H -5.12941 2.86624 9.67046 -0.03 -0.02 -0.02
H -4.31067 1.26968 7.95349 0.15 -0.09 -0.07
H -3.53560 0.96791 9.51892 0.15 -0.11 -0.12
H -2.67116 1.85921 8.26010 0.01 0.00 0.00
C -4.10910 6.57495 3.84097 -0.10 0.02 -0.02
C -3.66394 5.73206 5.00734 0.11 -0.16 0.07
O -2.82519 4.84243 4.88235 0.04 0.04 -0.07
N -4.21848 5.98484 6.21169 0.02 0.12 -0.38
C -5.21345 6.98026 6.56754 0.12 -0.33 0.41
H -3.57647 6.25294 2.95210 0.02 -0.07 0.03
H -5.17944 6.45285 3.66731 -0.02 0.09 0.05
H -3.87772 7.62405 4.02303 -0.07 0.02 -0.05
H -3.87583 5.38722 6.94338 -0.09 0.05 0.11
H -4.79205 7.63644 7.33115 -0.12 0.12 -0.04
H -6.08161 6.46935 6.98290 -0.16 0.20 -0.02
H -5.51880 7.57379 5.71289 0.07 -0.05 -0.08
C -0.78702 7.02050 2.43437 -0.05 0.04 0.09
C -1.09868 8.49331 2.56393 -0.04 0.01 0.08
O -1.82523 8.93128 3.44034 -0.01 0.01 0.01
N -0.53258 9.33731 1.65781 0.03 -0.25 0.00
C 0.35113 9.00929 0.55529 -0.17 0.45 0.14
H -1.30123 6.47551 3.22103 0.00 0.04 0.04
H -1.12708 6.64257 1.46891 0.12 -0.04 -0.02
H 0.28519 6.84921 2.53836 0.00 -0.05 -0.12
H -0.78005 10.30309 1.80111 0.01 0.02 -0.01
H 1.29934 9.53528 0.68181 0.08 -0.11 -0.11
H -0.10354 9.33369 -0.38268 0.11 -0.11 -0.09
H 0.54234 7.94342 0.50524 -0.03 -0.02 0.05
C -10.44298 6.68497 8.67340 -0.02 -0.02 -0.06
C -8.98879 6.27771 8.67033 0.26 -0.06 0.08
O -8.40761 5.94296 7.64917 -0.11 0.00 -0.20
N -8.32974 6.29278 9.85543 -0.24 0.09 -0.11
C -8.84197 6.65713 11.16478 0.61 -0.10 -0.12
H -10.82707 6.62164 7.65995 0.09 -0.03 -0.04
H -11.02346 6.01670 9.31056 -0.03 0.10 0.08
H -10.55013 7.71213 9.02423 -0.08 -0.04 0.09
H -7.36286 6.00901 9.78250 0.02 0.00 0.05
H -8.25678 7.49477 11.55250 -0.13 0.04 0.10
H -8.73251 5.80828 11.83691 -0.18 0.07 0.11
H -9.88714 6.94054 11.12278 -0.03 -0.06 -0.05
C -9.36350 4.39613 15.10508 0.01 -0.01 -0.04
C -10.41841 5.04565 14.24217 -0.09 -0.02 -0.10
O -10.59131 4.72538 13.07792 0.01 -0.04 0.01
N -11.18334 6.01622 14.81017 0.21 -0.12 0.12
C -11.12531 6.52829 16.16727 -0.31 0.14 -0.36
H -8.84036 3.64915 14.51658 -0.06 0.02 -0.08
H -8.64174 5.13820 15.44874 -0.02 -0.04 0.12
H -9.82251 3.90520 15.96388 0.08 0.07 0.08
H -11.86632 6.40685 14.18116 -0.03 0.01 0.01
H -12.08981 6.37384 16.65391 0.08 0.02 0.15
H -10.91656 7.59910 16.14149 0.05 -0.01 0.16
H -10.35434 6.03185 16.74545 0.02 -0.04 -0.04
```
Positions in Å, forces in eV/Å.

HOMO level: -8.43 eV
Kohn-Sham gap: 7.552 eV
total charge: 0

Results of the Löwdin charge analysis, in e, for atoms 1 through 5: number 1, C, carries 0.0252; number 2, C, carries -0.2145; number 3, C, carries -0.3508; number 4, S, carries 0.6450; number 5, O, carries -0.2036